The following is a quantum chemistry calculation of a molecular structure, C20H41N2OP2SSc in a non-equilibrium geometry, from the Open Molecules 2025 dataset.

ORCA input file:
```
! RIJCOSX wB97M-V def2-TZVPD def2/J DEFGRID3
* xyz 2 1
Sc 0.165 0.070 0.042
P -0.986 1.290 -1.645
P 1.693 -1.210 1.386
N 1.217 -0.764 -1.657
C -0.644 0.088 -3.005
H -1.609 -0.214 -3.440
H -0.105 0.642 -3.796
C 0.155 -1.151 -2.615
H -0.482 -1.896 -2.116
H 0.616 -1.637 -3.487
C 2.252 -1.802 -1.308
H 3.214 -1.284 -1.257
H 2.290 -2.534 -2.116
C 1.928 -2.454 0.045
H 2.742 -3.131 0.336
H 1.007 -3.060 -0.033
C 1.081 -1.985 2.871
C -0.440 -1.977 3.092
H -0.970 -2.702 2.470
H -0.873 -0.982 2.897
H -0.666 -2.214 4.138
C 3.305 -0.433 1.672
C 3.189 0.759 2.660
H 3.806 1.585 2.307
H 3.533 0.482 3.658
H 2.150 1.111 2.724
C -0.381 2.888 -2.188
C -1.041 4.008 -1.364
H -0.482 4.951 -1.452
H -1.096 3.737 -0.315
H -2.050 4.198 -1.747
C -2.789 1.267 -1.441
C -3.299 1.985 -0.181
H -4.342 1.686 0.008
H -3.273 3.074 -0.284
H -2.713 1.719 0.703
C -0.272 1.377 1.484
C 4.324 -1.495 2.170
H 3.846 -2.439 2.409
H 5.096 -1.679 1.414
H 4.833 -1.127 3.067
C -0.722 2.996 -3.679
H -1.164 3.978 -3.889
H 0.165 2.875 -4.288
H -1.449 2.240 -3.986
C -3.445 1.794 -2.725
H -4.537 1.733 -2.625
H -3.193 2.840 -2.904
H -3.166 1.208 -3.600
C 1.812 -1.383 4.065
H 1.632 -0.305 4.159
H 1.467 -1.842 4.995
H 2.878 -1.548 3.980
H 1.397 -3.031 2.733
H -3.027 0.200 -1.326
H 3.630 -0.036 0.709
H 0.721 2.945 -2.055
O -0.507 2.164 2.331
H 1.710 0.062 -2.013
H 1.518 1.336 0.004
S -3.877 -2.059 1.270
C -2.902 -3.136 0.243
C -1.754 -2.545 -0.098
N -1.574 -1.213 0.368
C -2.622 -0.866 1.147
H -3.219 -4.125 -0.008
H -0.993 -3.064 -0.665
H -2.710 0.033 1.750
*
```

Properties
HOMO energy   -14.69 eV
Energy   -76530.4417 eV
Energy relative to the best compared isomer or geometry (same formula, charge and spin)   156.3 kJ/mol
LUMO level   -7.1 eV

***

The following is a quantum chemistry calculation of 2 unconnected molecules or ions with the total composition C2H4NO2S in a non-equilibrium geometry, from the Open Molecules 2025 dataset.

ORCA input file:
```
! RIJCOSX wB97M-V def2-TZVPD def2/J DEFGRID3
* xyz -1 1
C 0.432 0.497 -1.714
C -0.622 -0.521 0.748
N 0.080 1.609 -2.083
O 1.325 -0.884 2.573
O -1.152 -0.782 2.681
S 0.100 -1.528 2.069
H 1.292 -0.044 -2.303
H -0.250 0.429 0.646
H -1.631 -0.775 0.346
H 0.426 2.000 -2.963
*
```

Properties
HOMO energy (spin up / spin down)   -2.19 / -3.09 eV
Energy   -18554.6441 eV
Energy relative to the best compared isomer or geometry (same formula, charge and spin)   571.1 kJ/mol
LUMO level (spin up / spin down)   3.8 / 3.8 eV

***

The following is a quantum chemistry calculation of a molecular structure, C3H6S3 in a non-equilibrium geometry, from the Open Molecules 2025 dataset.

ORCA input file:
```
! RIJCOSX wB97M-V def2-TZVPD def2/J DEFGRID3
* xyz 0 1
C -0.445 1.540 -0.617
C 1.740 -0.185 -0.191
C -0.857 -1.452 0.687
H -1.186 1.456 0.059
H -0.277 2.636 -0.844
H -0.319 1.055 -1.643
H -0.701 -0.556 1.295
H -0.551 -2.556 1.307
H -2.127 -1.594 0.264
S 0.985 1.398 0.313
S 3.284 -0.417 -0.009
S 0.456 -1.325 -0.622
*
```

Properties
HOMO energy   -8.64 eV
Energy   -35710.8171 eV
Energy relative to the best compared isomer or geometry (same formula, charge and spin)   293.5 kJ/mol
LUMO level   -0.5 eV

***

The following is a quantum chemistry calculation of C4H9NOS in the gas phase in a non-equilibrium geometry, from the Open Molecules 2025 dataset.

ORCA input file:
```
! RIJCOSX wB97M-V def2-TZVPD def2/J DEFGRID3
* xyz 0 1
C 0.749 -2.051 1.111
N 1.371 -1.388 -0.074
C 0.899 -0.153 -0.536
O 1.726 0.669 -1.002
C -0.455 0.279 -0.221
C -1.149 1.442 -1.102
S -2.399 2.435 0.019
H 1.026 -3.091 1.139
H -0.304 -1.815 1.115
H 1.068 -1.413 1.981
H 2.405 -1.242 0.036
H -0.846 -0.713 -0.553
H -0.695 0.606 0.952
H -1.547 1.032 -2.057
H -0.364 2.084 -1.397
H -1.486 3.318 0.589
*
```

Properties
HOMO energy   -9.36 eV
Energy   -18665.2413 eV
Structure (SMILES)   CNC(=O)CCS
Energy relative to the best compared isomer or geometry (same formula, charge and spin)   220.5 kJ/mol
LUMO level   0.8 eV

***

The following is a quantum chemistry calculation of 2 unconnected molecules or ions with the total composition C30H36BrCl3F2INOS in a non-equilibrium geometry, from the Open Molecules 2025 dataset.

ORCA input file:
```
! RIJCOSX wB97M-V def2-TZVPD def2/J DEFGRID3
* xyz 0 1
C 0.192 -3.121 -0.879
C -0.014 -1.962 -1.084
C -0.472 -0.571 -1.191
Br -0.428 -0.202 -3.134
O 0.364 0.195 -0.375
C 1.505 0.912 -0.792
I 3.002 -0.200 -1.907
C 2.170 1.324 0.561
C 3.132 0.358 1.248
C 2.595 -1.026 1.545
F 1.698 -0.985 2.600
C 1.037 2.250 -1.430
C 1.882 3.005 -2.452
C 1.865 2.484 -3.887
Cl 3.549 3.419 -1.880
C -1.945 -0.368 -0.643
C -3.020 -0.913 -1.636
C -2.847 -2.351 -2.051
C -2.584 -2.776 -3.286
C -2.236 -1.143 0.660
C -1.171 -1.275 1.750
F -1.864 -1.390 2.968
N -2.083 1.113 -0.548
S -1.786 1.732 1.047
C -3.380 1.675 -1.021
C -3.537 3.148 -0.717
C -2.669 4.046 -1.329
C -2.772 5.406 -1.116
C -3.738 5.901 -0.255
C -4.622 5.027 0.360
C -4.532 3.659 0.115
C -5.550 2.759 0.789
H 0.632 -4.087 -0.848
H 1.333 1.477 1.247
H 2.654 2.290 0.460
H 3.314 0.774 2.246
H 4.123 0.313 0.809
H 3.446 -1.621 1.880
H 2.199 -1.537 0.670
H 0.879 2.946 -0.606
H 0.049 2.147 -1.877
H 1.420 3.987 -2.514
H 0.970 2.895 -4.358
H 1.791 1.407 -3.970
H 2.718 2.855 -4.448
H -3.108 -0.331 -2.545
H -3.951 -0.879 -1.066
H -2.981 -3.107 -1.286
H -2.096 -3.734 -3.410
H -2.858 -2.217 -4.171
H -2.584 -2.152 0.467
H -3.097 -0.657 1.128
H -0.637 -2.212 1.643
H -0.499 -0.437 1.848
H -0.999 2.782 0.747
H -3.471 1.629 -2.104
H -4.227 1.176 -0.555
H -1.905 3.674 -2.003
H -2.099 6.086 -1.621
H -3.804 6.966 -0.078
H -5.379 5.406 1.030
H -5.080 1.983 1.392
H -6.098 2.245 -0.004
H -6.269 3.350 1.344
Cl 3.923 -4.681 0.583
C 4.715 -5.036 2.080
C 4.384 -6.207 2.746
C 5.003 -6.523 3.944
C 5.955 -5.667 4.480
C 6.284 -4.497 3.818
C 5.664 -4.179 2.618
Cl 6.095 -2.706 1.824
H 3.643 -6.873 2.326
H 4.741 -7.438 4.459
H 6.442 -5.912 5.414
H 7.023 -3.827 4.234
*
```

Properties
HOMO energy   -8.61 eV
Energy   -167207.9561 eV
Structure (SMILES)   C#C[C@](Br)(O[C@](I)(CCCF)C[C@H](C)Cl)[C@@](CC=C)(CCF)N(S)Cc1ccccc1C.Clc1ccccc1Cl
LUMO level   0.4 eV

***

The following is a quantum chemistry calculation of C7H16O in the gas phase in a non-equilibrium geometry, from the Open Molecules 2025 dataset.

ORCA input file:
```
! RIJCOSX wB97M-V def2-TZVPD def2/J DEFGRID3
* xyz 0 1
C -0.640 -0.427 2.592
C -1.197 0.293 1.380
C -0.135 0.713 0.026
C -1.016 1.490 -0.935
C 0.481 -0.568 -0.380
C 1.771 -0.905 0.344
C 0.885 -0.424 -2.091
O -0.176 -0.749 -2.945
H -0.373 -1.456 2.353
H -1.382 -0.470 3.393
H 0.239 0.084 2.984
H -1.579 1.271 1.679
H -2.019 -0.274 0.939
H 0.620 1.378 0.453
H -0.442 1.921 -1.754
H -1.823 0.868 -1.320
H -1.477 2.327 -0.409
H -0.229 -1.396 -0.363
H 2.223 -1.803 -0.076
H 2.491 -0.093 0.250
H 1.608 -1.104 1.399
H 1.641 -1.193 -2.252
H 1.342 0.545 -2.323
H -0.813 -0.028 -2.944
*
```

Properties
HOMO energy   -8.96 eV
Energy   -9564.8761 eV
Structure (SMILES)   CC[C@H](C)[C@H](C)CO
Energy relative to the best compared isomer or geometry (same formula, charge and spin)   134.5 kJ/mol
LUMO level   1.0 eV

***

The following is a quantum chemistry calculation of 2 unconnected molecules or ions with the total composition C12H25BN2OP2S in a non-equilibrium geometry, from the Open Molecules 2025 dataset.

ORCA input file:
```
! RIJCOSX wB97M-V def2-TZVPD def2/J DEFGRID3
* xyz 0 1
C 3.372 4.780 0.185
C 2.879 3.458 0.797
C 4.049 2.520 1.137
C 4.263 1.256 0.255
C 3.504 1.154 -1.080
C 2.421 0.072 -1.058
C 1.153 0.509 -0.295
B 0.022 -0.562 -0.224
P 0.259 -2.352 0.403
S -0.132 -3.657 -1.022
P -1.783 -0.143 -0.799
N -2.423 0.494 0.670
O -1.624 1.170 -1.805
H 4.187 4.626 -0.511
H 2.543 5.293 -0.293
H 3.692 5.415 1.003
H 2.110 3.007 0.188
H 2.402 3.732 1.734
H 4.962 3.108 1.145
H 3.918 2.184 2.161
H 5.322 1.206 0.028
H 4.059 0.378 0.857
H 4.216 0.823 -1.832
H 3.112 2.103 -1.433
H 2.193 -0.283 -2.058
H 2.838 -0.779 -0.523
H 1.468 0.792 0.712
H 0.795 1.428 -0.755
H 1.528 -2.519 0.991
H -0.651 -2.509 1.472
H -2.479 1.505 0.684
H -3.325 0.080 0.877
H -1.377 1.965 -1.299
C -5.715 -4.498 -0.711
C -6.035 -4.405 0.635
C -5.438 -3.406 1.387
N -4.567 -2.528 0.889
C -4.268 -2.634 -0.408
C -4.813 -3.594 -1.246
H -6.161 -5.265 -1.331
H -6.733 -5.092 1.094
H -5.663 -3.297 2.442
H -3.550 -1.901 -0.772
H -4.532 -3.631 -2.289
*
```

Properties
HOMO energy   -8.06 eV
Energy   -47965.9404 eV
Structure (SMILES)   CCCCCCCB([PH2]=S)P(N)O.c1ccncc1
LUMO level   -0.6 eV

***

The following is a quantum chemistry calculation of a molecular structure, C12H11IrN2O2STe4, from the Open Molecules 2025 dataset.

ORCA input file:
```
! RIJCOSX wB97M-V def2-TZVPD def2/J DEFGRID3
* xyz 1 2
Ir 1.713 -0.648 -2.841
Te 2.768 -2.845 -2.274
Te 4.158 -3.859 -4.339
Te 4.251 -1.903 -6.121
Te 2.615 -0.110 -5.097
C -3.340 -1.221 3.824
C -2.107 -1.052 2.984
C -1.965 -1.755 1.785
C -0.821 -1.634 1.021
C 0.193 -0.787 1.456
C 0.079 -0.075 2.641
C -1.075 -0.214 3.396
S 1.662 -0.637 0.515
O 2.225 -1.943 0.288
O 2.465 0.402 1.079
N 1.131 -0.194 -0.982
C 0.652 1.083 -1.270
C 0.168 2.094 -0.461
C -0.259 3.248 -1.099
C -0.193 3.368 -2.483
C 0.320 2.317 -3.215
N 0.733 1.206 -2.607
H -4.220 -1.398 3.207
H -3.521 -0.344 4.444
H -3.227 -2.079 4.490
H -2.763 -2.406 1.453
H -0.714 -2.186 0.096
H 0.884 0.573 2.960
H -1.173 0.337 4.323
H 0.133 1.982 0.612
H -0.650 4.067 -0.510
H -0.529 4.263 -2.983
H 0.408 2.347 -4.293
*
```

Properties
HOMO energy (spin up / spin down)   -11.20 / -11.51 eV
Energy   -62538.8930 eV
Energy relative to the best compared isomer or geometry (same formula, charge and spin)   0.0 kJ/mol
<S²>   1.240
LUMO level (spin up / spin down)   -5.9 / -5.4 eV

***

The following is a quantum chemistry calculation of C5H9NO2 in the gas phase in a non-equilibrium geometry, from the Open Molecules 2025 dataset.

ORCA input file:
```
! RIJCOSX wB97M-V def2-TZVPD def2/J DEFGRID3
* xyz 0 1
C 1.449 0.847 2.082
C 0.739 -0.207 1.622
C -0.485 -0.174 0.831
C -0.274 -0.491 -0.650
N -1.269 -1.533 -1.178
C -0.262 0.665 -1.790
O 0.585 0.542 -2.714
O -0.991 1.692 -1.622
H 1.409 1.882 1.950
H 2.249 0.704 2.945
H 1.159 -1.126 2.083
H -1.213 -0.967 1.292
H -0.926 0.944 0.895
H 0.690 -0.982 -0.837
H -0.972 -1.812 -2.130
H -1.166 -2.469 -0.764
H -0.719 2.486 -2.014
*
```

Properties
HOMO energy   -9.64 eV
Energy   -10913.8978 eV
Structure (SMILES)   C=CC[C@@H](N)C(=O)O
Energy relative to the best compared isomer or geometry (same formula, charge and spin)   258.4 kJ/mol
LUMO level   0.6 eV

***

The following is a quantum chemistry calculation of C5H8O2 in the gas phase, from the Open Molecules 2025 dataset.

ORCA input file:
```
! RIJCOSX wB97M-V def2-TZVPD def2/J DEFGRID3
* xyz 0 1
C -2.050 -0.501 0.166
C -0.619 -0.956 0.232
O 0.070 -1.181 -1.007
C 0.510 -0.133 -0.189
C 1.889 0.044 0.428
O 1.762 1.469 0.277
C 0.632 1.325 -0.599
H -2.395 -0.218 1.167
H -2.167 0.360 -0.499
H -2.695 -1.308 -0.198
H -0.412 -1.733 0.972
H 2.029 -0.257 1.472
H 2.699 -0.359 -0.194
H 0.928 1.421 -1.654
H -0.178 2.027 -0.374
*
```

Properties
HOMO energy   -9.86 eV
Energy   -9407.3436 eV
Structure (SMILES)   C[C@H]1OC12COC2
Energy relative to the best compared isomer or geometry (same formula, charge and spin)   240.1 kJ/mol
LUMO level   1.0 eV

***

The following is a quantum chemistry calculation of a molecular structure, C6H6 in a non-equilibrium geometry, from the Open Molecules 2025 dataset.

ORCA input file:
```
! RIJCOSX wB97M-V def2-TZVPD def2/J DEFGRID3
* xyz 0 1
C 0.841 1.033 -0.310
C 2.033 -0.019 -0.618
C 1.527 -0.032 0.738
C 0.798 -0.975 -0.203
C -0.264 0.027 -0.305
C -1.667 0.008 -0.197
H 0.645 2.047 -0.140
H 1.429 0.020 1.790
H 0.861 -2.010 -0.182
H -2.117 0.726 0.635
H -1.928 -1.033 -0.018
H -2.157 0.210 -1.191
*
```

Properties
HOMO energy   -8.64 eV
Energy   -6312.5965 eV
Energy relative to the best compared isomer or geometry (same formula, charge and spin)   637.2 kJ/mol
LUMO level   0.7 eV

***

The following is a quantum chemistry calculation of C4H9NO2 in the gas phase, from the Open Molecules 2025 dataset.

ORCA input file:
```
! RIJCOSX wB97M-V def2-TZVPD def2/J DEFGRID3
* xyz 0 1
C 2.274 -0.271 -1.133
N 0.981 0.021 -0.544
C 0.992 0.663 0.546
O -0.102 1.081 1.193
C -1.352 0.840 0.538
C -1.843 -0.604 0.726
O -2.207 -1.205 -0.493
H 2.409 -1.352 -1.228
H 2.318 0.149 -2.143
H 3.126 0.135 -0.564
H 1.894 0.964 1.093
H -2.038 1.570 0.972
H -1.246 1.042 -0.532
H -1.065 -1.181 1.244
H -2.735 -0.630 1.360
H -1.406 -1.221 -1.035
*
```

Properties
HOMO energy   -9.82 eV
Energy   -9878.1118 eV
Structure (SMILES)   C/N=C/OCCO
Energy relative to the best compared isomer or geometry (same formula, charge and spin)   188.0 kJ/mol
LUMO level   1.0 eV